ORCA calculation (ωB97M-V/def2-TZVPD) on a gas-phase ion, ClHNO2S2 (charge -1) at a distorted geometry.

Results
**Energy relative to the best compared isomer or geometry (same formula, charge and spin)**: 0.738 eV
**Gap between HOMO and LUMO**: 7.4433 eV
**Lowest unoccupied orbital energy**: 0.126 Ha
**Calculated total energy**: -1462.4322 hartree
**HOMO level**: -4.03 eV

```
! RIJCOSX wB97M-V def2-TZVPD def2/J DEFGRID3
* xyz -1 1
Cl 0.686 1.281 -0.587
S 2.373 -0.483 0.161
S -1.627 1.119 0.445
O 1.987 -0.452 1.630
O 1.907 -1.614 -0.573
N -2.622 0.548 -0.623
H -2.705 -0.400 -0.453
*
```


ORCA calculation (ωB97M-V/def2-TZVPD) on a molecular structure, C34H70BrN2O8P2S2Si at a distorted geometry.

Results
**Gap between HOMO and LUMO**: 8.0714 eV
**Lowest unoccupied orbital energy**: -0.099 Ha
**Calculated total energy**: -6391.0744 hartree
**HOMO level**: -10.78 eV

```
! RIJCOSX wB97M-V def2-TZVPD def2/J DEFGRID3
* xyz 1 1
Br -2.167 -0.050 -5.734
S -3.693 -0.537 -1.470
S -2.358 -2.353 -3.119
P -0.525 0.005 -4.168
P -1.289 -3.673 -0.871
Si 4.947 -0.999 1.222
O 0.275 -1.430 -4.502
O -3.828 0.393 -0.361
O 3.312 -1.468 1.286
O -0.519 -5.404 3.507
O -4.962 3.644 2.553
O -4.662 -1.605 -1.240
O 2.475 4.894 -3.509
O 0.569 -2.216 -1.644
N 2.900 -2.837 -1.632
N -1.278 -1.809 -0.425
C 0.874 -5.743 3.466
C 3.309 6.061 -3.562
C 0.488 2.157 0.107
C -1.228 -6.426 4.225
C 2.465 -0.593 0.510
C -5.703 5.027 0.778
C -2.006 -1.895 0.883
C 5.979 -2.241 2.203
C -0.076 -4.608 0.219
C -5.407 4.976 2.267
C 3.134 6.660 -4.947
C 1.025 -1.151 0.642
C 1.602 4.891 -4.647
C -1.982 -0.882 2.059
C -0.267 -7.593 4.383
C 1.079 -6.886 4.443
C 0.154 -1.237 -0.601
C 5.138 0.692 2.076
C 2.203 1.741 -1.714
C 1.802 -2.623 -1.635
C 1.704 6.268 -5.280
C -1.799 0.640 1.744
C 5.674 -0.913 -0.519
C 0.703 1.475 -1.270
C -5.229 2.807 1.422
C -6.139 3.598 0.497
C 2.364 3.631 1.219
C 0.195 0.035 -1.580
C -2.883 -4.521 -0.439
C 1.142 3.595 0.223
C -1.205 -0.046 -2.415
C -1.966 -1.219 -1.684
C -4.304 0.357 -2.924
C -1.107 -1.372 3.293
H 1.226 -1.231 -4.424
H 5.507 -2.467 3.179
H 1.923 -7.523 4.182
H -3.799 -4.091 -0.878
H -2.764 -5.579 -0.749
H -1.518 -6.016 5.197
H 0.938 -0.248 -2.358
H -0.918 1.047 2.270
H -4.640 5.691 2.569
H -1.680 -1.376 4.232
H -4.522 -0.315 -3.767
H 1.369 4.048 -0.757
H -4.273 2.578 0.939
H 2.468 2.682 1.779
H 2.609 0.416 0.954
H 0.585 4.650 -4.328
H -3.604 1.146 -3.260
H 2.971 6.753 -2.784
H -3.500 -3.025 -2.827
H 1.008 6.957 -4.795
H -0.482 -8.204 5.258
H 6.152 -3.201 1.681
H 6.982 -1.807 2.405
H 5.308 -0.028 -1.083
H 5.572 -1.846 -1.104
H -0.595 2.396 0.163
H 2.899 -0.558 -0.506
H -2.991 -0.902 2.526
H 3.304 3.949 0.731
H 0.814 -4.927 -0.357
H 0.395 4.273 0.686
H -2.133 -6.697 3.678
H -5.224 0.891 -2.618
H -0.269 -0.653 3.436
H 0.186 -4.050 1.141
H -1.634 0.949 -2.166
H 1.947 4.112 -5.335
H -6.452 5.774 0.518
H -5.681 1.872 1.758
H -3.084 -2.058 0.667
H -1.652 0.685 0.647
H 3.312 7.734 -4.970
H 0.591 -0.489 1.418
H -3.045 -4.528 0.665
H 3.823 6.184 -5.650
H -2.691 1.234 1.996
H 0.144 2.130 -1.981
H 1.105 -2.137 1.145
H 4.342 5.781 -3.353
H 0.821 1.604 0.997
H 1.116 -6.049 2.441
H 2.170 4.404 1.993
H -0.522 -5.558 0.584
H -0.630 -2.354 3.115
H -1.747 -2.848 1.395
H -7.182 3.463 0.794
H 2.895 1.790 -0.856
H 2.249 2.728 -2.245
H 2.582 0.990 -2.435
H 4.339 0.765 2.843
H -6.310 5.164 2.858
H 4.982 1.471 1.302
H -4.789 5.253 0.222
H 1.247 -6.493 5.449
H -0.309 -8.235 3.499
H -6.041 3.304 -0.548
H 1.488 6.262 -6.348
H 6.769 -0.752 -0.401
H 6.146 0.761 2.519
H 1.472 -4.865 3.716
*
```


ORCA calculation (ωB97M-V/def2-TZVPD) on 11 unconnected molecules or ions with the total composition C17H58N20O11 at a distorted geometry.

Results
**Energy relative to the best compared isomer or geometry (same formula, charge and spin)**: 5.945 eV
**Gap between HOMO and LUMO**: 8.3151 eV
**SMILES string**: COC[C@H](C)N.COC[C@H](C)N.NC(N)=O.NC(N)=O.NC(N)=O.NC(N)=O.NC(N)=O.NC(N)=O.NC(N)=O.NC(N)=O.NC(N)=O
**Lowest unoccupied orbital energy**: 0.001 Ha
**Calculated total energy**: -2605.4558 hartree
**HOMO level**: -8.28 eV

```
! RIJCOSX wB97M-V def2-TZVPD def2/J DEFGRID3
* xyz 0 1
O 0.976 2.400 -3.424
O -3.452 -0.895 1.225
O 3.791 0.350 2.227
O -0.852 3.914 2.006
O 2.916 -2.017 5.962
O -3.182 1.402 -3.564
O 1.680 -0.627 0.039
O 3.731 4.365 1.012
O 3.566 -4.700 1.654
O -3.019 -2.787 4.505
O -1.539 -1.686 -2.394
N -2.520 -0.682 3.989
N 4.781 -3.627 0.184
N -0.474 -0.960 0.525
N -1.623 -3.105 -4.109
N -2.975 0.764 -0.790
N -1.564 3.080 0.026
N 5.951 0.985 2.374
N 3.904 -3.761 5.117
N -3.710 -2.569 -0.120
N -1.967 -1.411 5.900
N -4.344 -2.918 1.893
N 2.122 2.972 1.857
N 2.612 -3.470 0.139
N 1.400 -1.278 -2.764
N 3.621 -2.042 3.827
N 1.511 4.750 0.924
N -1.878 1.973 1.718
N 5.145 0.592 0.451
N -2.248 -1.089 -4.364
N 0.823 -0.025 1.930
C 2.100 2.952 -2.796
C 1.577 -0.033 -3.463
C 3.655 -3.952 0.722
C -3.768 -2.050 1.073
C 0.494 1.137 -2.919
C -3.850 2.147 -2.579
C 0.720 -0.486 0.749
C 1.287 -0.304 -4.957
C -1.710 -1.961 -3.544
C -2.776 2.177 -4.620
C -1.425 3.056 1.334
C 3.448 -2.583 5.002
C 2.533 4.063 1.309
C -4.169 1.333 -1.346
C 4.861 0.677 1.718
C -4.910 2.028 -0.283
C -2.586 -1.694 4.793
H -2.683 -1.421 -5.213
H -2.139 3.005 -4.308
H 1.139 2.748 1.805
H -2.049 -2.127 6.608
H -5.194 1.488 0.621
H -2.859 -0.737 3.040
H -3.884 -3.562 -0.168
H -2.043 2.307 -0.413
H -3.156 0.288 0.082
H 1.759 -3.659 0.646
H 0.438 -1.585 -2.789
H -4.102 -2.600 2.821
H -2.958 -2.231 -0.703
H 2.723 2.311 -2.171
H -0.537 1.025 -3.255
H 1.571 0.569 -5.544
H 2.562 0.356 -3.207
H 4.048 -2.615 3.114
H 3.965 -4.283 5.980
H -5.821 2.301 -0.816
H 1.752 3.692 -2.076
H -1.500 -3.954 -3.575
H -2.141 1.575 -5.270
H 1.830 -1.196 -5.271
H 6.695 1.326 1.782
H 1.803 0.162 2.090
H 0.411 1.209 -1.835
H 0.590 4.510 1.263
H -1.267 -0.628 1.055
H -2.572 -0.182 -4.059
H -1.708 -3.032 -5.112
H 2.642 -2.759 -0.578
H 6.042 0.755 0.017
H 4.355 0.287 -0.099
H 4.637 -3.169 -0.704
H 5.586 -4.172 0.458
H 0.245 -0.338 -5.277
H 2.728 3.567 -3.441
H -0.676 -1.460 -0.330
H -1.146 3.844 -0.486
H 2.799 2.319 2.226
H -2.690 0.001 -1.388
H -4.758 0.481 -1.685
H 1.365 -1.014 -1.790
H -2.096 1.963 2.704
H -3.634 2.526 -5.194
H 3.106 -1.186 3.681
H -1.599 -0.482 6.047
H -3.325 3.041 -2.245
H -4.678 -3.869 1.841
H -4.392 2.887 0.145
H 0.003 0.483 2.227
H -2.486 1.502 1.063
H -2.668 0.209 4.442
H 1.696 5.558 0.348
H 6.103 1.200 3.349
H -4.763 2.631 -2.925
H 4.268 -4.272 4.326
*
```


ORCA calculation (ωB97M-V/def2-TZVPD) on a molecular structure, C28H37N3O4 at a distorted geometry.

Results
**Gap between HOMO and LUMO**: 7.8087 eV
**Lowest unoccupied orbital energy**: 0.014 Ha
**Calculated total energy**: -1553.3907 hartree
**HOMO level**: -7.44 eV

```
! RIJCOSX wB97M-V def2-TZVPD def2/J DEFGRID3
* xyz 0 1
O 3.121 -2.821 1.372
O 1.897 -4.237 -0.390
O -0.146 0.810 2.424
O -2.919 -0.386 -2.128
N 1.464 0.980 -1.299
N -2.067 0.336 1.706
N -1.191 0.466 -1.286
C -5.966 1.360 0.134
C -0.770 1.531 -2.174
C 4.809 4.164 1.088
C 1.140 -3.295 0.206
C -2.082 -0.679 -1.399
C -3.577 1.917 1.169
C -0.167 -3.013 -0.383
C -4.326 -0.616 0.677
C 1.267 -5.083 -1.292
C -2.756 1.348 1.909
C 1.920 -2.486 1.038
C -3.007 -0.865 1.006
C -0.859 -1.979 0.432
C -0.114 -1.372 1.348
C 3.692 -2.306 2.514
C 3.213 2.578 -0.211
C -6.708 0.191 -0.120
C -4.611 0.916 0.518
C -6.620 -0.999 0.125
C -0.797 -0.116 1.839
C -2.165 -1.541 -0.264
C 2.251 0.054 -1.841
C 2.191 1.232 0.135
C 4.080 2.986 1.080
C 3.303 0.564 -3.080
C -5.330 -1.480 0.380
C 1.110 -1.593 1.771
C 0.552 1.998 -1.817
H -2.613 -2.442 -0.397
H 2.972 0.630 0.352
H -3.395 1.041 3.014
H -0.278 0.277 -0.336
H -7.080 -1.977 -0.311
H -4.911 -2.593 0.524
H 1.601 1.424 0.864
H 1.086 2.499 -2.559
H 3.295 -2.374 3.440
H 4.277 5.015 0.798
H -2.859 -1.801 1.808
H 2.101 -6.047 -1.739
H 2.554 3.294 -0.575
H 5.353 4.473 2.047
H 0.432 -5.487 -1.358
H 2.520 -0.871 -1.537
H -7.733 0.653 -0.752
H 3.908 -1.105 2.082
H 3.812 2.396 -0.951
H -4.036 2.883 1.129
H -1.824 2.097 2.322
H 3.976 0.794 -2.290
H -0.742 -3.468 -0.912
H 5.551 4.061 0.294
H 1.336 -0.407 -2.757
H 1.632 -0.888 2.473
H 3.547 -0.074 -3.833
H -0.618 0.775 -3.232
H 4.719 -2.767 2.352
H 4.626 2.114 1.740
H -1.571 2.097 -2.251
H 1.162 -4.506 -2.353
H 0.403 2.765 -0.891
H 3.072 2.913 2.000
H -2.870 2.138 0.019
H -6.220 2.345 -0.026
H 2.984 1.554 -3.382
*
```


ORCA calculation (ωB97M-V/def2-TZVPD) on 5 unconnected molecules or ions with the total composition C34H43F10O14P at a distorted geometry.

Results
**Energy relative to the best compared isomer or geometry (same formula, charge and spin)**: 9.754 eV
**Gap between HOMO and LUMO**: 9.1835 eV
**SMILES string**: O=COCCCCO[P@@](=O)(OCCCC(F)(F)C(F)(F)F)OC(F)(F)c1cccc(C(F)(F)F)c1.O=C1CCCO1.O=C1CCCO1.O=C1CCCO1.O=C1CCCO1
**Lowest unoccupied orbital energy**: -0.018 Ha
**Calculated total energy**: -3714.6310 hartree
**HOMO level**: -9.69 eV

```
! RIJCOSX wB97M-V def2-TZVPD def2/J DEFGRID3
* xyz 0 1
P -1.745 -0.870 -2.237
F 3.593 -4.942 -1.442
F 3.887 0.130 -4.162
F 4.501 -6.490 -2.887
F 3.090 1.744 -2.618
F 4.465 -4.298 -3.483
F 1.495 -6.461 -2.779
F 4.003 2.357 -4.687
F -3.300 1.430 -4.916
F 2.556 -6.000 -4.829
F -2.481 2.138 -2.911
O -4.091 4.981 0.759
O 6.331 1.474 2.098
O -1.117 0.143 -1.267
O -2.880 -0.986 6.654
O 1.533 -1.320 4.948
O -0.440 -1.722 -2.946
O -2.676 -2.054 -1.394
O -3.154 -1.926 4.609
O 4.142 1.034 2.496
O 1.146 -2.640 3.071
O 1.088 1.199 0.992
O -0.309 2.900 0.456
O -2.815 -0.189 -3.375
O -4.081 3.114 2.047
C 0.345 2.089 1.328
C 1.803 0.989 -6.266
C -1.015 3.911 1.186
C -2.049 -1.244 7.791
C 0.441 1.229 -3.876
C -0.894 -2.874 -3.713
C -0.926 1.038 -4.584
C -0.841 -2.757 0.273
C 3.205 1.391 -3.998
C -6.125 4.369 1.769
C 0.427 0.812 -6.974
C 0.237 -1.735 0.876
C -2.362 1.074 -3.874
C -6.398 5.347 0.646
C -1.703 -2.712 7.707
C 5.024 1.340 1.740
C 4.844 1.676 0.286
C 2.254 -5.504 -3.506
C 1.487 -4.092 -3.713
C -1.198 3.345 2.573
C 1.363 -1.365 3.709
C 7.082 1.954 0.977
C -4.672 4.044 1.558
C 3.703 -5.299 -2.804
C 0.043 2.494 2.745
C 1.769 1.199 -4.715
C -5.050 5.997 0.444
C -2.295 -2.088 0.011
C -0.108 -4.233 -3.406
C -0.907 0.824 -6.144
C 6.261 1.587 -0.238
C -2.655 -1.937 5.706
C -1.670 -2.954 6.213
C 1.435 -2.484 1.651
H -0.686 -2.741 5.788
H 1.645 -3.752 -4.803
H -2.084 2.708 2.599
H -0.598 -5.051 -4.061
H 2.748 0.989 -6.898
H 7.210 3.036 1.081
H -2.012 -3.097 -3.638
H 6.452 2.232 -1.098
H 0.732 -1.200 -0.023
H -3.051 -2.796 0.530
H -0.686 -2.622 -4.826
H -0.770 -2.964 8.213
H -2.503 -3.308 8.158
H -6.248 4.831 2.751
H 1.422 -0.421 3.066
H -7.191 6.063 0.871
H -1.164 -0.604 7.728
H -0.965 -3.607 1.052
H -2.594 -1.004 8.706
H -4.892 6.846 1.116
H 2.395 -1.871 1.528
H 4.189 0.956 -0.205
H 4.440 2.687 0.200
H -0.413 4.826 1.186
H -0.185 -4.603 -2.329
H 6.480 0.556 -0.535
H -1.870 0.681 -6.759
H 1.927 -3.369 -2.946
H -1.313 4.113 3.340
H 8.066 1.482 0.964
H 1.627 -3.512 1.154
H -0.438 -3.213 -0.698
H -0.151 1.622 3.370
H -1.987 -3.966 5.963
H -2.422 -1.078 0.554
H 0.506 1.422 -2.755
H -4.907 6.331 -0.585
H -6.685 4.799 -0.257
H -6.743 3.476 1.683
H -1.968 4.116 0.700
H -0.247 -0.929 1.520
H 0.883 3.072 3.137
H 0.451 0.683 -8.113
*
```